[1]
The following is a DFT calculation (ωB97M-V/def2-TZVPD) of a 9-piece molecular cluster, C26H54N6O14 overall.

The geometry in XYZ format:
```
100
Properties=species:S:1:pos:R:3:lowdin_charge:R:1
O -18.406 6.462 15.657 -0.316
C -19.341 5.772 16.451 -0.396
C -20.793 6.360 16.682 -0.408
O -21.644 6.759 15.637 -0.303
H -18.993 5.662 17.503 0.034
H -19.382 4.730 16.073 0.069
H -20.775 7.163 17.448 0.075
H -21.235 5.693 17.464 0.026
C -16.519 4.476 17.077 -0.113
C -15.580 5.573 16.596 -0.100
O -14.411 4.848 16.204 0.062
C -14.482 3.590 16.599 -0.614
O -13.592 2.779 16.515 0.103
O -15.629 3.342 17.258 0.055
H -17.237 4.209 16.304 0.092
H -16.981 4.798 18.006 0.115
H -15.228 6.148 17.454 0.112
H -16.004 6.187 15.804 0.125
C -21.346 6.172 20.114 -0.100
C -20.007 6.818 20.435 -0.110
O -20.388 8.159 20.721 0.047
C -21.743 8.323 20.666 -0.590
O -22.349 9.345 20.835 0.111
O -22.343 7.168 20.414 0.078
H -21.510 5.415 20.882 0.124
H -21.538 5.803 19.111 0.092
H -19.444 6.838 19.498 0.099
H -19.442 6.406 21.268 0.130
C -19.546 3.426 18.598 -0.023
C -21.013 3.162 18.750 -0.557
O -21.560 2.936 19.822 0.002
N -21.676 3.528 17.611 -0.012
C -23.073 3.838 17.518 -0.072
H -19.317 4.488 18.523 0.037
H -19.204 3.002 17.650 0.082
H -19.006 2.905 19.389 0.086
H -21.033 3.758 16.868 0.092
H -23.593 3.035 16.992 0.074
H -23.139 4.758 16.931 0.075
H -23.506 4.060 18.491 0.084
C -24.466 8.902 11.776 -0.010
C -23.802 8.844 13.130 -0.556
O -22.860 9.573 13.391 0.046
N -24.182 7.948 14.083 0.017
C -24.954 6.746 13.945 -0.107
H -23.880 8.269 11.112 0.077
H -24.624 9.933 11.466 0.070
H -25.496 8.537 11.870 0.055
H -23.448 7.902 14.795 0.108
H -24.924 6.298 14.936 0.078
H -24.588 6.030 13.201 0.066
H -25.971 7.001 13.626 0.063
C -22.581 4.710 11.054 -0.019
C -21.966 5.389 12.275 -0.567
O -21.744 6.585 12.183 0.053
N -21.770 4.720 13.426 0.038
C -21.671 3.285 13.568 -0.100
H -23.379 5.300 10.610 0.068
H -23.045 3.763 11.353 0.054
H -21.840 4.454 10.296 0.066
H -21.551 5.283 14.258 0.099
H -21.482 2.830 12.594 0.067
H -22.602 2.882 13.981 0.069
H -20.852 2.979 14.220 0.065
C -22.032 12.891 15.393 -0.023
C -21.708 11.562 16.054 -0.553
O -21.293 10.655 15.391 0.101
N -21.715 11.586 17.435 -0.005
C -21.358 10.360 18.142 -0.077
H -21.383 13.725 15.665 0.065
H -23.019 13.243 15.718 0.062
H -22.102 12.791 14.313 0.076
H -22.224 12.292 17.936 0.113
H -20.630 9.909 17.466 0.083
H -22.204 9.665 18.177 0.087
H -21.150 10.460 19.206 0.063
C -18.158 4.577 10.673 -0.019
C -18.203 5.350 11.967 -0.572
O -18.502 6.535 11.907 0.044
N -17.801 4.867 13.152 0.026
C -17.158 3.596 13.453 -0.073
H -17.198 4.870 10.248 0.079
H -19.037 4.939 10.143 0.071
H -18.282 3.491 10.658 0.061
H -17.886 5.459 13.982 0.094
H -16.636 3.963 14.343 0.062
H -16.420 3.276 12.719 0.079
H -17.852 2.817 13.781 0.073
C -17.430 11.174 17.977 0.000
C -17.572 9.899 17.116 -0.537
O -17.791 10.046 15.927 0.052
N -17.520 8.634 17.619 0.034
C -16.818 8.208 18.782 -0.124
H -16.721 11.027 18.793 0.050
H -18.418 11.402 18.373 0.069
H -17.038 11.876 17.247 0.072
H -17.765 7.855 16.992 0.097
H -16.751 8.980 19.556 0.067
H -15.740 8.122 18.586 0.068
H -17.200 7.314 19.272 0.066
```

Computed properties:
Max |F|, eV Å⁻¹: 2.578
Electronic energy, Ha: -2404.953595
Charge: -2
Energy above the lowest of the compared OMol25 structures with the same formula, charge and spin, kJ/mol: 0.00
Frontier orbital gap, eV: 5.33
E_LUMO, Eh: 0.1577
Highest occupied orbital energy, eV: -1.04
Molar mass, g mol⁻¹: 674.75

[2]
The following is a DFT calculation (ωB97M-V/def2-TZVPD) of a 9-piece molecular cluster, C26H54N7O21P overall.

The geometry in XYZ format:
```
109
Properties=species:S:1:pos:R:3:lowdin_spin:R:1
C -3.996 -1.578 -6.075 0.000
N -4.401 -1.611 -4.619 0.000
O -4.573 -2.672 -4.099 0.000
O -4.510 -0.508 -4.038 0.000
H -4.842 -1.009 -6.459 0.000
H -3.983 -2.607 -6.435 0.000
H -3.008 -1.212 -6.356 0.000
C 0.282 6.686 1.398 0.003
N -0.146 6.745 2.814 0.002
O -0.118 5.673 3.453 0.001
O -0.618 7.808 3.280 0.002
H -0.464 6.235 0.744 0.000
H 1.168 6.052 1.341 0.003
H 0.479 7.720 1.117 0.001
C 2.697 3.659 -0.525 0.018
N 3.324 4.213 -1.785 0.430
O 4.323 3.586 -2.139 0.268
O 2.746 5.174 -2.405 0.226
H 1.671 3.468 -0.841 0.007
H 2.765 4.418 0.255 0.014
H 3.156 2.813 -0.013 0.002
C -3.627 3.421 -4.127 0.000
N -4.452 4.726 -4.187 0.000
O -3.840 5.752 -4.069 0.000
O -5.598 4.683 -4.496 0.000
H -2.761 3.624 -3.496 0.000
H -3.333 3.167 -5.145 0.000
H -4.281 2.669 -3.687 0.000
C -8.644 -2.188 -0.037 0.000
C -7.719 -2.167 -1.260 0.000
C -8.078 -0.962 -2.149 0.000
O -6.807 -0.315 -2.050 0.000
C -5.896 -0.924 -1.189 0.000
O -4.771 -0.470 -0.844 0.000
O -6.406 -2.106 -0.780 0.000
H -8.455 -1.291 0.553 0.000
H -8.686 -3.080 0.587 0.000
H -9.665 -2.143 -0.416 0.000
H -7.937 -3.031 -1.888 0.000
H -8.944 -0.485 -1.689 0.000
H -8.419 -1.297 -3.128 0.000
C -0.526 -1.010 -0.393 0.000
C -0.383 0.251 -1.273 0.000
C -1.503 0.728 -2.213 0.000
O -1.791 1.964 -1.768 0.000
C -0.933 2.389 -0.849 0.001
O -0.886 3.568 -0.421 0.002
O -0.169 1.378 -0.416 0.001
H 0.478 -1.401 -0.227 0.000
H -1.099 -1.867 -0.748 0.000
H -0.898 -0.581 0.537 0.000
H 0.561 0.376 -1.803 0.000
H -2.269 -0.047 -2.185 0.000
H -1.134 0.971 -3.210 0.000
C 6.299 0.790 -3.617 0.001
C 5.102 1.537 -4.044 0.002
C 4.633 1.495 -5.520 0.001
O 3.199 1.354 -5.342 0.001
C 2.844 1.168 -4.056 0.003
O 1.722 1.302 -3.550 0.001
O 3.951 1.107 -3.288 0.004
H 7.147 1.041 -4.254 0.000
H 6.255 -0.282 -3.426 0.000
H 6.488 1.122 -2.596 0.000
H 5.253 2.593 -3.821 0.002
H 5.082 0.704 -6.121 0.000
H 4.917 2.493 -5.853 0.000
C 1.725 -5.776 -0.865 0.000
C 1.961 -4.334 -0.399 0.000
C 2.991 -4.022 0.708 0.000
O 3.720 -2.891 0.307 0.000
C 3.606 -2.882 -0.977 0.000
O 4.339 -2.287 -1.716 0.000
O 2.633 -3.690 -1.467 0.000
H 1.514 -6.447 -0.033 0.000
H 2.708 -6.099 -1.208 0.000
H 0.934 -5.886 -1.607 0.000
H 1.073 -3.720 -0.251 0.000
H 3.542 -4.916 0.997 0.000
H 2.460 -3.815 1.637 0.000
O 2.126 -1.451 2.866 0.000
P 1.896 -1.288 4.332 0.000
N 2.670 0.028 5.085 0.000
C 4.055 -0.124 5.773 0.000
C 2.282 1.380 4.621 0.000
N 2.214 -2.742 5.237 0.000
C 1.926 -2.725 6.664 0.000
C 3.250 -3.647 4.820 0.000
N 0.210 -1.085 4.629 0.000
C -0.310 -0.692 5.954 0.000
C -0.731 -1.872 3.827 0.000
H 4.250 -1.138 6.122 0.000
H 4.116 0.476 6.681 0.000
H 4.773 0.356 5.109 0.000
H 2.153 2.025 5.490 0.000
H 1.380 1.252 4.022 0.000
H 3.147 1.762 4.079 0.000
H 1.009 -3.243 6.944 0.000
H 2.708 -3.078 7.338 0.000
H 1.750 -1.759 7.138 0.000
H 3.130 -3.908 3.768 0.000
H 4.201 -3.119 4.880 0.000
H 3.164 -4.665 5.200 0.000
H 0.245 0.094 6.466 0.000
H -1.215 -0.100 5.824 0.000
H -0.680 -1.506 6.578 0.000
H -1.565 -2.176 4.459 0.000
H -0.269 -2.745 3.365 0.000
H -1.063 -1.321 2.947 0.000
```

Computed properties:
Max |F|, eV Å⁻¹: 5.788
Electronic energy, Ha: -3327.332874
Charge: -1
Frontier orbital gap (alpha / beta), eV: 1.65 / 5.19
<S²>: 0.75
2S+1: 2
E_LUMO (alpha / beta), Eh: 0.0510 / 0.0510
Highest occupied orbital energy (alpha / beta), eV: -0.26 / -3.81
Molar mass, g mol⁻¹: 831.72

[3]
The following is a DFT calculation (ωB97M-V/def2-TZVPD) of C26H55AgN7OSSi4Te as an isolated structure.

The geometry in XYZ format:
```
96
Properties=species:S:1:pos:R:3:lowdin_charge:R:1
Ag 1.084 -0.637 -0.425 0.242
O 3.801 -2.339 2.501 -0.079
N 4.169 -2.356 -0.205 -0.008
C 4.842 -3.500 -0.215 -0.166
C 5.649 -3.877 -1.270 -0.089
C 5.690 -3.003 -2.393 -0.092
C 4.939 -1.839 -2.358 -0.130
C 4.178 -1.445 -1.214 -0.781
S 3.418 0.124 -1.065 0.455
H 4.759 -4.084 0.706 0.108
H 6.146 -4.799 -1.301 0.065
H 6.264 -3.261 -3.275 0.091
H 5.020 -1.190 -3.247 0.093
C -2.620 -3.311 -2.346 -0.045
N -2.040 -2.545 -3.455 -0.096
C -3.023 -1.726 -4.125 -0.189
C -2.229 -0.586 -4.642 -0.164
N -1.163 -0.467 -3.671 -0.089
C -0.118 0.538 -3.856 -0.018
C -0.973 -1.694 -3.069 -0.370
N 0.058 -1.955 -2.368 0.055
C 0.463 -3.310 -2.101 -0.229
C 0.064 -3.906 -0.746 -0.236
N 0.781 -3.275 0.356 0.079
C 0.960 -3.888 1.465 -0.371
N 1.813 -3.550 2.440 -0.026
C 2.426 -2.231 2.473 -0.256
C 1.919 -4.494 3.547 -0.114
C 1.111 -5.677 2.989 -0.146
N 0.310 -5.144 1.840 -0.095
C -1.100 -4.967 2.286 -0.071
H -2.761 -2.599 -1.506 0.110
H -1.939 -4.081 -2.075 0.043
H -3.598 -3.693 -2.717 0.101
H -3.781 -1.354 -3.389 0.132
H -3.572 -2.326 -4.852 0.119
H -2.769 0.378 -4.765 0.130
H -1.818 -0.848 -5.625 0.118
H -0.577 1.490 -3.740 0.052
H 0.341 0.422 -4.829 0.088
H 0.628 0.359 -3.117 0.043
H 1.554 -3.378 -2.149 0.110
H 0.056 -3.954 -2.838 0.089
H 0.315 -4.955 -0.812 0.110
H -0.992 -3.824 -0.566 0.061
H 4.110 -2.184 1.549 0.049
H 2.106 -1.792 3.448 0.134
H 1.980 -1.653 1.646 0.063
H 1.476 -4.133 4.502 0.122
H 2.916 -4.836 3.776 0.108
H 0.395 -6.109 3.682 0.100
H 1.765 -6.447 2.556 0.113
H -1.237 -4.409 3.234 0.091
H -1.562 -5.971 2.471 0.089
H -1.622 -4.418 1.514 0.065
C -2.365 2.456 4.255 -0.218
Si -2.660 3.352 2.603 0.306
C -2.886 5.146 3.070 -0.226
C -4.316 2.781 1.808 -0.213
Si -1.037 2.848 1.016 -0.020
Te -1.067 0.287 0.950 0.191
Si -1.700 3.638 -1.036 0.298
C -0.217 3.839 -2.210 -0.219
C -2.858 2.492 -1.934 -0.235
C -2.525 5.332 -0.923 -0.216
Si 0.979 3.939 1.586 0.333
C 2.375 3.313 0.539 -0.249
C 0.657 5.788 1.187 -0.222
C 1.515 3.714 3.394 -0.229
H -3.248 2.644 4.876 0.023
H -1.479 2.874 4.713 0.011
H -2.307 1.392 4.076 0.000
H -3.673 5.153 3.817 0.022
H -3.235 5.704 2.199 0.018
H -2.001 5.600 3.465 0.007
H -5.169 2.845 2.441 0.006
H -4.145 1.741 1.548 0.003
H -4.467 3.312 0.889 -0.004
H 0.424 2.966 -2.136 0.011
H 0.391 4.710 -1.943 0.013
H -0.470 3.989 -3.261 0.025
H -2.412 1.507 -1.874 -0.017
H -2.961 2.890 -2.958 0.036
H -3.829 2.409 -1.508 0.007
H -1.788 6.032 -0.566 0.002
H -3.359 5.309 -0.267 -0.010
H -2.863 5.730 -1.905 0.040
H 2.204 3.541 -0.518 0.011
H 2.424 2.198 0.617 -0.012
H 3.346 3.791 0.829 0.045
H 0.662 5.828 0.083 0.007
H 1.468 6.452 1.574 0.033
H -0.308 6.143 1.530 -0.002
H 1.523 2.652 3.686 0.029
H 0.827 4.296 4.051 0.020
H 2.541 4.075 3.587 0.023
```

Computed properties:
Max |F|, eV Å⁻¹: 2.345
Electronic energy, Ha: -3453.559114
Charge: -1
Energy above the lowest of the compared OMol25 structures with the same formula, charge and spin, kJ/mol: 0.00
Frontier orbital gap, eV: 6.42
E_LUMO, Eh: 0.0907
Highest occupied orbital energy, eV: -3.96
Molar mass, g mol⁻¹: 861.65